25
Properties=species:S:1:pos:R:3:mulliken_charge:R:1 method="wB97M-V/def2-TZVPD" total_charge=+1 total_energy_ev=-13526.6135 relative_energy_kj_mol=878.45 lumo_ev=-4.85 max_force_ev_per_a=5.36
C 1.08095 -1.79451 1.30257 -1.10
C -1.28513 1.89660 0.19937 -1.62
C 1.54467 0.90964 0.02364 -1.10
C 0.12416 0.07672 -1.84556 -0.79
C 0.66250 -1.40741 -0.17611 -0.40
C -0.88411 0.44052 0.32163 -0.43
N -2.09390 -0.40917 0.20541 1.17
N 0.39605 -0.00020 -0.41076 0.28
O -2.86399 -0.26700 1.10721 -0.56
O -2.11728 -1.34251 -0.55885 -0.59
H 1.97050 -1.25749 1.58537 0.33
H 0.26456 -1.66002 2.04796 0.30
H 1.34105 -2.93574 1.42620 0.37
H -2.06369 2.11052 0.80830 0.56
H -0.48508 2.46333 0.46800 0.47
H -1.54593 2.16972 -0.81156 0.40
H 1.36319 1.03206 1.03006 0.60
H 2.44536 0.42344 -0.12841 0.36
H 1.44259 1.99474 -0.47803 0.32
H 0.90532 -0.40142 -2.39989 0.47
H -0.80051 -0.27266 -2.29157 0.28
H 0.19622 1.23405 -2.12435 0.38
H -0.28184 -1.97140 -0.34535 0.44
H 1.43644 -1.58476 -0.92622 0.45
H -0.75209 0.55296 1.97094 0.43

30
Properties=species:S:1:pos:R:3:mulliken_charge:R:1 method="wB97M-V/def2-TZVPD" total_charge=+1 total_energy_ev=-23409.3896 lumo_ev=-4.22 smiles=C[Si](C)(C)OCCn1cnc(N)[nH+]1 max_force_ev_per_a=7.63
C 3.94461 0.28992 0.41814 -1.05
Si 2.00273 0.16145 0.14164 0.86
C 1.37306 -0.98003 1.58817 -0.98
C 1.77898 -0.75055 -1.53627 -1.01
O 1.40842 1.80562 0.20357 -0.38
C 0.10502 1.98220 -0.44376 -0.19
C -1.19491 1.89128 0.55160 -0.61
N -2.13268 0.83124 -0.03536 0.26
C -3.10204 0.97699 -1.22194 0.05
N -3.73536 -0.40922 -1.37702 -0.45
C -3.08351 -1.21946 -0.26824 0.42
N -3.22076 -2.53879 0.09416 -0.37
N -2.10260 -0.41748 0.56693 -0.25
H 4.19175 1.34375 0.91453 0.25
H 4.33032 -0.61846 1.05022 0.29
H 4.40425 0.23433 -0.66114 0.28
H 0.46520 -0.53914 2.18179 0.18
H 1.18101 -2.08848 1.18902 0.27
H 2.25007 -1.10208 2.38942 0.32
H 1.26500 -0.07749 -2.36435 0.27
H 1.10073 -1.71287 -1.35412 0.24
H 2.82135 -1.15080 -1.94081 0.33
H 0.10293 3.09261 -0.88323 0.23
H -0.10807 1.28370 -1.35658 0.18
H -1.79847 2.91601 0.46119 0.31
H -0.94927 1.73337 1.68333 0.34
H -3.29653 1.95167 -1.85091 0.34
H -2.54208 -2.91223 0.82213 0.24
H -3.90425 -3.22008 -0.35226 0.27
H -1.55488 -0.75700 1.39016 0.32

19
Properties=species:S:1:pos:R:3:mulliken_charge:R:1 method="wB97M-V/def2-TZVPD" total_charge=+1 total_energy_ev=-9919.4441 relative_energy_kj_mol=268.79 lumo_ev=-3.36 max_force_ev_per_a=3.36
O 0.19256 -1.44231 -2.70083 -0.43
C 1.12581 -1.33791 -1.96498 0.07
C 0.96030 -0.56145 -0.63284 0.20
N -0.50559 -0.34703 -0.50920 -0.26
C -1.33024 -0.96281 0.56206 -0.91
C 1.75689 0.71017 -0.69936 -1.45
H 2.20132 -1.64884 -2.33464 0.33
H 1.19468 -1.11884 0.22327 0.30
H -0.56644 0.67273 -0.45364 0.36
H -1.09881 -0.57569 -1.33554 0.46
H -1.44529 -2.06588 0.56459 0.27
H -2.31265 -0.57599 0.29483 0.37
H -0.62758 -0.64400 1.36483 0.42
H 1.45233 1.43039 -1.46194 0.44
H 2.76571 0.37286 -0.65935 0.43
H 1.60298 1.30807 0.28512 0.39
H -2.13297 2.11400 2.42133 0.32
H -1.77429 2.58033 3.91456 0.33
O -1.45871 2.09221 3.12174 -0.64

23
Properties=species:S:1:pos:R:3:mulliken_charge:R:1 method="wB97M-V/def2-TZVPD" total_charge=+2 total_energy_ev=-82491.1138 relative_energy_kj_mol=45.27 lumo_ev=-9.60 max_force_ev_per_a=0.54
Ga -0.96602 0.22301 0.32838 0.24
C 1.98682 1.46724 0.61351 -0.55
C 2.60000 0.46092 -0.14047 -0.27
C 2.26828 -0.87965 0.03319 -0.60
C 1.30130 -1.23330 0.95858 -0.48
C 0.64180 -0.23345 1.71846 0.08
C 1.03514 1.13263 1.55787 -0.81
H 2.27934 2.50040 0.48282 0.46
H 3.36072 0.73155 -0.86233 0.46
H 2.77763 -1.64337 -0.53927 0.49
H 1.05173 -2.27422 1.12551 0.47
H 0.06887 -0.55125 2.58673 0.64
H 0.63879 1.90280 2.21190 0.72
I -3.60903 -0.62671 -0.03987 0.39
C -4.19028 0.91338 1.30818 -0.83
I -2.37148 1.76512 2.03941 0.40
H -4.74234 0.50766 2.14926 0.44
H -4.72816 1.68389 0.76624 0.44
N -0.59083 0.16969 -1.43270 -0.15
C -0.06297 -0.49760 -2.29605 0.72
N 0.48229 -1.08671 -3.18009 -0.33
C 0.40607 -1.86832 -4.23734 0.38
N 0.36232 -2.56369 -5.15193 -0.29